(1)
The following is a quantum chemistry calculation of C4H6ClNO in the gas phase in a non-equilibrium geometry, from the Open Molecules 2025 dataset.

Results
SMILES: C[C@H]1ON=C[C@@H]1Cl
Relative energy (zero: lowest compared OMol25 entry of this formula, charge and spin) in kcal/mol: 90.1
Frontier orbital gap in eV: 10.945

The geometry in XYZ format:
```
13
Properties=species:S:1:pos:R:3:forces:R:3:nbo_charge:R:1
Cl -2.53960 1.05857 -0.22688 0.013 -0.266 0.312 -0.01
O 0.19845 -1.32478 -0.98393 -0.421 1.186 0.567 -0.34
N -0.51101 -1.80339 0.04914 0.448 -3.568 0.789 -0.05
C -1.00971 -1.01445 0.89599 -1.327 1.354 -1.721 -0.08
C 0.24639 0.07808 -0.83954 -3.178 1.969 1.139 0.10
C 1.54768 0.55913 -0.22023 -2.121 -1.464 2.479 -0.65
C -1.05229 0.40287 0.44107 4.701 0.832 -0.914 -0.30
H -0.51014 1.14086 1.15602 -1.428 -1.024 -1.239 0.23
H -0.21319 0.52572 -1.77703 1.277 -0.195 1.042 0.21
H 1.52272 0.30465 0.94051 -0.006 0.962 -2.257 0.21
H 2.31868 -0.04048 -0.55775 1.791 -1.015 -1.047 0.23
H -1.70306 -1.45640 1.57371 -0.093 -0.215 0.734 0.22
H 1.70506 1.56963 -0.45109 0.344 1.443 0.116 0.23
```
Forces are in eV/Å.



(2)
The following is a quantum chemistry calculation of a molecular structure, C20H55NO24PS8 in a non-equilibrium geometry, from the Open Molecules 2025 dataset.

Results
Frontier orbital gap in eV: 7.364
Total charge: -1

The geometry in XYZ format:
```
109
Properties=species:S:1:pos:R:3:forces:R:3:mulliken_charge:R:1
S 5.12661 3.94403 -5.74713 0.340 -0.257 -0.149 1.20
S 0.65885 -2.21354 -2.94093 2.262 -1.576 0.387 0.91
S -1.44253 -9.22477 5.26190 0.315 -0.489 -0.178 1.26
S -7.36664 -4.25820 0.91635 0.223 -0.190 -0.655 1.20
S 3.50045 9.83988 1.83676 -0.318 0.283 -0.292 1.23
S 1.92529 -0.43321 -1.22473 1.339 -0.359 0.549 1.03
S 1.13830 6.63565 -2.10873 0.212 0.198 0.355 1.15
S -2.50842 -6.19822 -0.50026 0.501 -0.489 -0.122 1.10
P -1.20750 -1.65787 -1.95745 -0.856 0.370 -0.486 0.59
O -0.61900 -9.93278 6.42697 -0.008 -0.076 -0.060 -0.29
O -1.89115 -0.62158 -2.75684 -0.291 0.830 -0.149 -0.68
O -1.94482 -4.90514 -0.70454 -0.276 0.313 0.177 -0.51
O 1.13140 2.56617 -3.75370 -0.209 -0.205 0.206 -0.46
O 0.60547 -1.78155 -4.30260 -0.602 1.353 -0.671 -0.62
O -0.87757 -7.93423 5.01965 -0.163 0.235 0.103 -0.64
O 3.18504 8.46993 2.09431 0.113 -0.132 0.163 -0.61
O 3.27180 0.01070 -1.00503 1.070 0.340 -0.593 -0.69
O 2.31072 10.74669 2.38854 0.002 0.064 -0.092 -0.27
O 4.74625 10.39309 2.26636 0.168 -0.129 0.097 -0.64
O 0.16028 7.23657 -2.96251 -0.105 -0.045 -0.113 -0.66
O -3.91759 -6.35757 -0.29484 -0.234 0.165 -0.055 -0.61
O 1.27397 -0.70446 0.03398 -1.396 -0.243 0.041 -0.66
O 2.44567 7.55132 -2.08801 -0.038 0.252 0.106 -0.16
O 4.17266 3.07142 -5.15763 -0.309 0.056 0.086 -0.43
O 0.60858 -3.65503 -2.87120 -0.273 -0.774 0.809 -0.59
O -8.36578 -3.23731 1.00107 -0.029 0.118 0.262 -0.63
O -1.72613 -6.92761 0.67204 -0.064 -0.106 -0.017 -0.29
O 4.96463 5.36761 -5.67342 -0.093 0.111 0.124 -0.63
O 1.54375 5.28414 -2.29403 -0.113 -0.185 -0.166 -0.51
O -8.07479 -5.63810 0.53756 -0.009 0.010 -0.093 -0.27
O -2.83999 -9.38159 5.51238 -0.153 0.227 0.029 -0.62
O -6.46714 -4.49041 2.00334 -0.124 0.098 0.284 -0.59
O 6.57679 3.56873 -5.20765 0.093 0.090 -0.163 -0.32
N 2.01697 -1.71556 -2.20214 -1.952 0.968 -0.001 -0.42
C -10.08344 -5.68816 1.96149 0.031 0.237 -0.026 -1.00
C 5.37958 3.46829 -7.42266 0.093 0.049 -0.074 -1.14
C -1.99971 -7.25998 -1.80638 0.045 -0.104 -0.004 -1.04
C 6.22117 3.20798 -2.79329 -0.221 -0.031 -0.156 -0.91
C 2.95068 11.21962 4.72139 0.231 -0.022 -0.128 -1.00
C -0.50374 -9.23574 7.68468 -0.030 0.314 0.526 -0.34
C 1.94223 10.59880 3.77449 -0.072 -0.065 0.584 -0.35
C -6.46097 -4.04791 -0.57607 0.054 -0.119 -0.078 -0.77
C 3.33965 7.46213 -3.22174 0.297 -0.137 -0.513 -0.20
C -8.76815 -6.34198 1.58237 -0.276 -0.196 0.427 -0.35
C -2.95938 -6.28149 2.71265 -0.224 -0.018 -0.275 -0.80
C 2.79146 8.14170 -4.45966 -0.265 0.030 0.022 -1.14
C 1.11551 0.97104 -1.99065 0.151 -0.128 -0.193 -0.80
C -0.97964 -10.31592 3.96168 0.073 -0.052 -0.009 -0.97
C 1.48137 1.19882 -3.44509 -0.571 1.020 0.075 -0.34
C -1.79093 -9.25040 8.48578 -0.191 -0.013 -0.193 -0.98
C 3.27410 10.19329 0.13013 -0.068 0.044 -0.074 -0.86
C 0.65527 6.89232 -0.43400 0.098 0.023 0.066 -1.00
C 6.92206 4.00769 -3.87602 0.033 0.069 0.677 -0.29
C -1.64917 -6.25193 1.95150 -0.019 0.339 0.625 -0.31
H -3.73580 -5.71167 2.20348 0.010 0.023 0.007 0.31
H 4.42592 3.58634 -7.93139 -0.045 0.013 0.053 0.38
H -10.61816 -6.30785 2.68236 0.037 -0.090 -0.041 0.38
H -7.15573 -4.06324 -1.41130 -0.056 0.022 0.032 0.35
H 0.08799 -10.22328 3.78542 0.012 0.013 0.009 0.32
H 6.71802 5.07580 -3.77551 -0.093 -0.008 -0.163 0.29
H 0.04545 0.97293 -1.82919 -0.404 -0.405 -0.112 0.50
H -0.92716 -7.15598 -1.94410 0.006 0.059 0.004 0.35
H 4.25924 7.95516 -2.90954 -0.081 0.008 0.251 0.26
H -0.29624 6.38375 -0.29897 -0.008 -0.034 -0.059 0.41
H 6.39525 2.14141 -2.92852 0.041 -0.011 0.042 0.29
H -1.24619 -11.33011 4.24498 -0.021 -0.002 0.016 0.36
H -10.70823 -5.54616 1.07982 -0.024 -0.061 -0.005 0.26
H 0.98310 11.10200 3.87701 -0.021 0.034 -0.254 0.28
H -3.31912 -7.30690 2.81034 0.024 -0.009 0.096 0.18
H 1.41049 6.46851 0.22198 0.026 0.017 -0.001 0.31
H 2.31421 9.79874 -0.18857 0.007 -0.028 -0.028 0.18
H 1.90202 7.63431 -4.82802 0.020 -0.042 -0.011 0.30
H -1.29446 -5.23042 1.80835 -0.028 -0.021 -0.208 0.31
H -0.15667 -8.21595 7.51092 -0.039 -0.018 -0.172 0.31
H -5.72363 -4.84265 -0.66270 0.020 -0.017 0.076 0.12
H 0.91488 0.57209 -4.11452 0.211 -0.585 -0.124 0.27
H -8.11538 -6.45110 2.45037 0.096 0.115 -0.060 0.32
H 4.08000 9.70273 -0.41019 0.010 -0.073 0.050 0.35
H -2.57755 -8.69023 7.98366 0.012 0.030 0.003 0.30
H 3.58108 6.41746 -3.42307 -0.131 -0.037 0.077 0.21
H -2.27111 -8.28118 -1.55305 -0.021 -0.002 0.015 0.34
H 5.69029 2.42782 -7.44474 -0.018 -0.019 0.035 0.33
H 3.53904 8.13242 -5.25252 0.081 -0.040 0.071 0.38
H 0.27847 -9.75411 8.23509 0.063 -0.145 -0.207 0.28
H -0.88573 -6.78117 2.51747 0.062 -0.141 -0.201 0.22
H 0.24057 2.67286 -3.38757 0.241 0.234 -0.296 0.24
H 6.13145 4.11456 -7.86650 0.014 0.004 0.009 0.36
H -2.14942 -10.27138 8.61562 0.042 -0.018 0.056 0.26
H 2.55160 1.12712 -3.57826 0.186 -0.222 -0.189 0.34
H -1.01602 -1.31366 -0.61221 0.353 -0.311 0.076 0.10
H 1.49348 1.83230 -1.45050 0.278 -0.024 0.365 0.34
H 2.58274 11.17179 5.74651 -0.102 0.007 -0.029 0.39
H -1.53942 -10.01201 3.07961 -0.023 0.062 0.019 0.35
H -8.95359 -7.33988 1.18984 0.141 0.039 -0.196 0.28
H -2.82835 -5.85561 3.70647 0.136 -0.062 0.021 0.35
H -9.92480 -4.70894 2.40922 0.017 -0.006 0.018 0.31
H 0.53747 7.95835 -0.25976 -0.022 0.007 -0.008 0.29
H -1.62873 -8.80140 9.46580 0.101 -0.029 0.005 0.38
H 5.14386 3.36421 -2.81460 -0.004 0.007 0.023 0.19
H -1.97460 -2.83129 -1.96611 0.529 -0.344 0.187 -0.02
H 6.58526 3.50594 -1.80977 0.093 0.020 -0.031 0.40
H 3.13435 12.26060 4.45607 -0.057 0.028 0.032 0.26
H -5.96831 -3.07973 -0.51984 -0.017 0.020 0.086 0.41
H 3.32648 11.26854 -0.01600 0.009 0.016 0.044 0.41
H 1.78130 9.54401 4.00315 0.084 -0.043 -0.146 0.33
H 2.51252 9.17365 -4.24015 0.057 0.024 -0.003 0.32
H -2.52977 -6.93987 -2.70012 -0.004 0.070 0.010 0.37
H 3.90587 10.69952 4.68064 -0.009 -0.028 0.010 0.31
H 7.99943 3.87547 -3.79532 0.019 -0.062 -0.259 0.27
```
Forces are in eV/Å.



Question: Which formula does entry 1 have?
Answer: C4H6ClNO



Question: Among the records above, which one has the lowest frontier orbital gap?
Answer: C20H55NO24PS8



Question: What is the frontier orbital gap in the second record?
Answer: 7.364 eV



Question: Among the records above, which one has the highest frontier orbital gap?
Answer: C4H6ClNO